Entry from the OMol25 dataset: a molecular structure, C44H52HgN10O6S2 in a non-equilibrium geometry (the ωB97M-V functional and the def2-TZVPD basis).

XYZ file:
```
115
C44H52HgN10O6S2, DFT the ωB97M-V functional and the def2-TZVPD basis
Hg 15.1509 10.7864 13.6945
C 16.2827 12.6791 19.1437
C 15.2603 12.0060 18.2184
C 13.8978 12.5851 18.3613
C 13.2093 12.3292 19.5328
C 11.9454 12.8381 19.7678
C 11.3546 13.6548 18.8129
C 11.9976 13.9866 17.6334
C 11.2599 14.9324 16.7190
C 11.3262 16.3977 17.1447
C 13.2573 13.4259 17.3441
N 13.7995 13.3296 16.0785
C 13.8505 14.2918 15.1935
C 14.2220 14.1947 13.8409
C 14.7122 15.2952 13.0686
C 14.8884 14.8699 11.7622
C 14.5220 13.4864 11.7918
N 14.1268 13.0720 13.0048
H 17.2720 12.1876 19.1058
H 15.9418 12.7719 20.1836
H 16.4107 13.7369 18.8257
H 15.2034 10.9423 18.5033
H 15.5734 12.0356 17.1414
H 13.6699 11.6965 20.2829
H 11.4088 12.5784 20.6603
H 10.3626 14.0703 19.0032
H 10.2082 14.5875 16.7248
H 11.5738 14.8922 15.6523
H 10.7946 16.5106 18.1133
H 10.8521 17.0678 16.4361
H 12.3455 16.7650 17.2814
H 13.6782 15.3533 15.4621
H 14.8509 16.3006 13.4384
H 15.2432 15.4142 10.8914
H 14.4912 12.7819 10.9725
N 17.2868 12.3948 15.1493
N 18.0528 11.5132 15.9082
C 17.6943 10.2026 15.8761
N 18.4527 9.4629 16.6474
N 16.6012 9.7739 15.1758
N 16.2932 8.3406 15.2852
O 17.0288 7.5702 15.9447
O 15.2464 8.0036 14.7105
H 17.5244 12.2605 14.1630
H 17.5543 13.3345 15.4522
H 19.0655 11.6835 15.9642
H 19.3686 9.8058 16.9223
H 18.2544 8.4492 16.6114
O 12.9566 10.1625 14.3822
S 12.5405 10.3447 15.8940
C 12.3365 8.6425 16.5457
C 12.4190 8.5036 17.9265
C 12.1664 7.2785 18.4966
C 11.7813 6.1913 17.7108
C 11.8374 6.3174 16.3252
C 12.1456 7.5281 15.7146
C 10.8327 11.0624 15.8495
C 9.7690 10.6501 16.6371
C 8.4730 11.0784 16.3489
C 8.2175 11.9080 15.2429
C 9.2913 12.4068 14.5477
C 10.6025 12.0296 14.8871
H 12.6874 9.3632 18.5501
H 12.2995 7.1135 19.5650
H 11.4525 5.2533 18.1801
H 11.6236 5.4555 15.6842
H 12.2750 7.6417 14.6525
H 9.8968 9.9156 17.4420
H 7.6460 10.7952 16.9967
H 7.1932 12.2073 15.0016
H 9.1368 13.0903 13.7211
H 11.4721 12.4364 14.3616
C 14.2552 6.6179 9.7557
N 14.9568 7.3305 10.8264
C 15.8620 6.6141 11.7292
C 14.7468 8.6200 11.0246
N 14.6870 9.7413 11.3509
H 14.8364 5.7448 9.4136
H 14.0789 7.3056 8.9130
H 13.2593 6.2649 10.1258
H 16.2465 5.6899 11.2574
H 15.3941 6.3368 12.7070
H 16.7218 7.2898 11.9597
C 21.2488 12.4848 7.4981
C 20.4976 11.9313 8.6706
C 19.7010 10.7816 8.6382
C 19.1587 10.1946 9.7731
C 19.2507 10.8711 10.9694
C 20.1242 11.9454 11.0960
C 20.6889 12.4975 9.9364
S 18.4831 10.2905 12.5229
O 19.5061 10.4509 13.5538
O 17.8762 8.9667 12.3084
O 17.3377 11.3148 12.7280
H 21.1081 11.8783 6.5983
H 22.3292 12.5090 7.6824
H 20.9103 13.5244 7.2912
H 19.5168 10.3080 7.6736
H 18.6831 9.2245 9.8017
H 20.3250 12.3400 12.0923
H 21.2932 13.3872 9.9975
N 11.5953 10.7385 11.5802
C 10.9307 9.5380 11.4855
C 10.1552 9.0061 12.5392
C 9.7426 7.6806 12.4484
C 9.9288 6.9217 11.2944
C 10.4933 7.5271 10.1676
C 10.9518 8.8424 10.2467
H 12.4947 10.7620 11.0986
H 11.5828 11.1938 12.4982
H 9.9753 9.6162 13.4214
H 9.2813 7.2250 13.3021
H 9.6565 5.8714 11.2948
H 10.5445 6.9970 9.2107
H 11.4437 9.3023 9.3535
```

The calculation puts the strongest force on any atom at 0.07463 hartree/bohr. Its spin multiplicity is 2. The total energy is -3656.46920 Ha. The LUMO energy (spin up / spin down) is 2.37 / 2.36 eV. The value obtained for the gap between HOMO and LUMO (spin up / spin down) is 0.1535 / 0.2316 Eh. The total charge is -1.

=====

Entry from the OMol25 dataset: a molecular structure, C44H52N2O5PS4Zr in a non-equilibrium geometry (the ωB97M-V functional and the def2-TZVPD basis).

XYZ file:
```
109
C44H52N2O5PS4Zr, DFT the ωB97M-V functional and the def2-TZVPD basis
Zr -0.1034 0.1632 0.3407
S 0.8460 -0.3784 2.6831
C 2.5454 0.1140 2.5860
C 3.1772 0.5636 3.7558
C 4.5073 0.9632 3.7581
C 5.2532 0.9300 2.5838
C 4.6550 0.4818 1.4178
C 3.3161 0.0899 1.4127
S 2.6096 -0.5654 -0.0860
C 2.8600 0.7579 -1.3272
C 1.5557 1.1419 -2.0017
C 1.4968 2.1952 -2.8270
C 0.2486 2.4370 -3.5353
C -0.8160 1.6369 -3.3563
C -0.7467 0.5395 -2.4042
C -1.8102 -0.2144 -2.0509
S -2.5412 0.0111 1.4457
C -2.9698 1.6568 1.0268
C -4.1601 2.1206 0.6536
C -4.3070 3.4526 0.0299
C -3.3103 4.3228 -0.0928
C -1.9967 4.0312 0.5738
C -1.7666 2.5178 0.7874
S -0.6378 2.4790 2.4083
N 0.4822 0.3173 -1.7526
H 2.5904 0.5980 4.6695
H 4.9681 1.2960 4.6850
H 6.2951 1.2326 2.5803
H 5.2324 0.4287 0.4967
H 3.5473 0.3786 -2.0740
H 3.3206 1.6009 -0.8272
H 2.3687 2.8238 -2.9812
H 0.1906 3.2635 -4.2408
H -1.7457 1.7963 -3.8945
H -1.7301 -1.0538 -1.3818
H -2.7891 -0.0135 -2.4735
H -5.0278 1.4721 0.7286
H -5.2852 3.7223 -0.3583
H -3.4850 5.3057 -0.5262
H -2.0236 4.5239 1.5363
O 1.4235 2.0501 0.8763
C 0.6364 2.8766 1.2280
O -1.0055 1.9242 -0.1451
C 0.5100 4.2488 0.6698
C -0.6878 4.5558 -0.1319
C -0.7726 5.9274 -0.5939
C 0.2229 6.7990 -0.3704
C 1.3632 6.4537 0.3728
C 1.5036 5.1790 0.8871
N 0.1284 8.1935 -0.9206
O 1.0393 8.9454 -0.6281
O -0.8403 8.4578 -1.5960
H -0.6061 3.9033 -1.0366
H -1.6422 6.2436 -1.1597
H 2.1270 7.2112 0.5306
H 2.3763 4.9160 1.4762
O -0.1566 -1.9203 0.1409
P -0.1103 -3.4801 0.1313
C 0.3932 -3.9294 1.8084
C 0.1785 -5.3648 2.3447
C 1.3122 -6.3371 2.0229
C 2.6613 -5.7756 2.4727
C 2.9284 -4.4195 1.8151
C 1.8146 -3.4125 2.1234
C 1.0934 -3.8723 -1.1506
C 1.3673 -5.3784 -1.3951
C 1.9388 -5.5884 -2.7977
C 0.9119 -5.2240 -3.8863
C -0.0028 -4.0602 -3.4501
C 0.7124 -3.1364 -2.4682
C -1.7661 -4.0498 -0.2955
C -2.8006 -3.4899 0.7212
C -3.3056 -4.5517 1.7002
C -3.9893 -5.7273 0.9709
C -3.4495 -5.9166 -0.4574
C -1.9643 -5.5662 -0.5529
H -0.2963 -3.2734 2.3434
H -0.7688 -5.7766 2.0067
H 0.1044 -5.2732 3.4336
H 1.3365 -6.5445 0.9486
H 1.1128 -7.2856 2.5255
H 3.4628 -6.4781 2.2340
H 2.6516 -5.6494 3.5630
H 3.0311 -4.5565 0.7326
H 3.8732 -4.0052 2.1717
H 1.9998 -2.4800 1.5991
H 1.8393 -3.1723 3.1897
H 2.0018 -3.4066 -0.7570
H 0.4551 -5.9742 -1.2907
H 2.0751 -5.7534 -0.6608
H 2.2479 -6.6277 -2.9086
H 2.8416 -4.9770 -2.9078
H 0.3030 -6.0995 -4.1233
H 1.4407 -4.9527 -4.8029
H -0.9174 -4.4536 -2.9918
H -0.3172 -3.4840 -4.3190
H 0.1125 -2.2587 -2.2632
H 1.6320 -2.7712 -2.9354
H -1.9111 -3.5292 -1.2457
H -3.6480 -3.0812 0.1689
H -2.3787 -2.6649 1.2730
H -4.0049 -4.0828 2.3920
H -2.4727 -4.9149 2.3072
H -5.0671 -5.5566 0.9247
H -3.8416 -6.6468 1.5427
H -4.0030 -5.2812 -1.1579
H -3.6014 -6.9468 -0.7792
H -1.6015 -5.8218 -1.5480
H -1.4016 -6.1800 0.1583
```

The calculation puts the strongest force on any atom at 0.04716 hartree/bohr. The total energy is -4174.50560 Ha. The LUMO energy (spin up / spin down) is -5.76 / -5.76 eV. The value obtained for the gap between HOMO and LUMO (spin up / spin down) is 0.1259 / 0.1259 Eh. The total charge is +1.